19
Properties=species:S:1:pos:R:3:forces:R:3 method="wB97M-V/def2-TZVPD" spin_multiplicity=1 de_lowest_ev=4.6536 smiles="C=C=CO.CCON" gap_ev=9.7117
C -1.7383 0.1057 -0.6429 0.20 -0.12 0.01
C 2.4268 0.1417 0.4794 0.18 0.18 0.10
C 2.1802 -0.6635 1.7446 -0.04 0.14 -0.46
C -2.8830 -0.0512 -0.0477 0.14 0.10 -0.18
N 1.6256 0.4760 -1.6957 0.22 0.12 0.20
C -4.0271 -0.2065 0.5412 -0.32 -0.06 0.21
O 1.5118 -0.3118 -0.5032 -0.29 -0.11 -0.37
O -1.5101 0.8753 -1.7599 -0.01 0.08 -0.09
H -2.3328 1.2939 -2.0372 0.00 -0.01 0.03
H -0.8324 -0.3775 -0.3021 0.03 0.01 0.02
H 0.6861 0.8251 -1.8840 0.12 -0.18 0.06
H 1.8695 -0.1768 -2.4390 -0.13 0.00 0.22
H 3.4548 -0.0006 0.1195 -0.10 0.06 0.03
H 2.2687 1.2128 0.6588 0.06 -0.10 -0.04
H -4.3503 0.4425 1.3419 0.00 0.14 0.12
H -4.7060 -1.0019 0.2705 -0.07 -0.14 -0.10
H 2.3113 -1.7229 1.5409 0.03 -0.12 0.05
H 2.8801 -0.3584 2.5171 0.06 0.01 0.10
H 1.1651 -0.5022 2.0978 -0.09 0.01 0.10

19
Properties=species:S:1:pos:R:3:forces:R:3 method="wB97M-V/def2-TZVPD" spin_multiplicity=1 de_lowest_ev=1.2543 smiles=C[C@@H]1O[C@@](C)(O)[C@H]1N gap_ev=10.1677
C -1.5920 -1.2217 -0.7975 0.26 0.21 0.37
C -0.9538 -0.2625 0.1885 0.87 -0.98 0.18
N -0.1030 2.1532 -0.1237 -0.06 0.17 -0.04
C 0.0900 0.7498 -0.3426 0.37 -0.27 0.61
O -1.8782 0.3647 1.0097 0.05 0.09 0.19
H -2.3014 -0.3023 1.5624 -0.02 -0.02 -0.04
H -0.8115 2.5181 -0.7508 0.06 0.05 0.07
H -0.4285 2.3093 0.8252 -0.03 0.02 -0.11
H 0.3460 0.5701 -1.3880 -0.04 -0.05 0.03
H -2.2602 -0.6723 -1.4573 -0.05 0.00 -0.07
H -0.8070 -1.7109 -1.3688 -0.04 -0.03 -0.12
H -2.1569 -1.9842 -0.2639 -0.08 -0.08 0.02
C 2.3634 -0.4766 0.0531 -0.37 -0.05 0.33
C 1.0715 0.0496 0.6420 0.15 0.88 -0.69
O 0.1176 -0.9584 0.9675 -1.35 0.16 -0.57
H 1.2696 0.6909 1.5113 0.03 -0.04 -0.05
H 2.1539 -1.1278 -0.7927 -0.01 -0.05 -0.10
H 2.9046 -1.0478 0.8035 0.15 -0.05 0.02
H 2.9759 0.3586 -0.2777 0.11 0.06 -0.02

19
Properties=species:S:1:pos:R:3:forces:R:3 method="wB97M-V/def2-TZVPD" spin_multiplicity=1 de_lowest_ev=2.1239 smiles="NC(=O)CCCCO" gap_ev=10.2943
C -1.6640 1.5749 -0.7571 2.88 2.98 3.86
O -1.8171 0.8748 0.4980 1.63 -1.82 -2.75
C -0.5437 0.8670 -1.3940 -0.50 -2.01 -4.28
C 0.7622 0.9697 -0.6526 2.28 1.58 1.58
C 1.5618 -0.3499 -0.4264 0.09 2.33 2.86
C 0.7472 -1.2428 0.4986 3.06 1.92 3.14
N 0.9262 -1.0182 1.9100 0.41 1.79 -1.14
O 0.2933 -2.2343 0.0948 -2.41 -3.40 -1.27
H -2.5332 1.8743 -1.2481 -1.62 -0.52 -1.11
H -1.1647 2.6212 -0.4945 -1.08 -1.48 -0.34
H -2.3496 1.1973 1.1602 -2.07 1.79 1.75
H -0.8733 -0.1756 -1.6928 0.49 0.46 1.35
H -0.4551 1.1535 -2.4965 0.21 0.62 1.38
H 0.5472 1.2970 0.4312 0.16 0.01 -1.72
H 1.4883 1.7889 -1.1109 -1.61 -1.60 0.82
H 1.6280 -0.8976 -1.3010 0.66 -1.03 -1.77
H 2.5858 -0.1511 0.1191 -1.89 -0.29 -1.42
H 1.1262 -0.0771 2.2540 0.04 -0.42 -0.65
H 0.5271 -1.5412 2.6557 -0.72 -0.90 -0.28

19
Properties=species:S:1:pos:R:3:forces:R:3 method="wB97M-V/def2-TZVPD" spin_multiplicity=2 de_lowest_ev=1.8719 gap_ev="9.7951 / 4.9718" total_charge=+1
C -0.1747 -0.3761 -0.1650 -1.04 -0.41 0.60
C 1.1537 -1.1221 0.0140 -0.81 -0.51 -0.96
C 0.9578 -2.3984 0.8112 0.95 -0.79 -1.06
O 1.5526 -1.4931 -1.3201 0.42 -0.20 1.13
C -0.0291 0.9583 -0.8366 -0.65 -0.85 -2.45
N -0.7517 2.1068 -0.5244 -0.17 -0.37 2.12
C -1.5995 2.2231 0.6268 -1.48 -0.19 -0.49
O 0.5337 1.0943 -1.9252 0.47 0.18 0.27
H -0.9083 -1.1094 -0.6809 1.23 1.53 0.13
H -0.6400 -0.2203 0.7847 -0.12 0.04 0.89
H 1.8870 -0.5684 0.6152 0.11 0.47 -0.70
H 0.1588 -3.0583 0.4711 0.01 0.18 -0.42
H 1.9300 -2.9164 0.6330 -0.78 0.01 0.55
H 0.7795 -2.2450 1.8567 0.23 0.36 0.62
H 1.4934 -0.7499 -1.9279 0.14 0.11 0.08
H -0.5668 2.9510 -1.0739 0.15 -0.28 -0.20
H -1.9410 1.2722 1.0806 1.26 0.55 0.08
H -2.5764 2.5913 0.3174 -0.26 0.52 -0.59
H -1.2589 3.0605 1.2432 0.33 -0.35 0.41